1.
9
Properties=species:S:1:pos:R:3:forces:R:3:nbo_charge:R:1 method="wB97M-V/def2-TZVPD" total_charge=0 total_energy_ev=-27812.0395 gap_ev="7.771 / 8.171"
C 0.794 0.471 -0.576 1.09 1.12 -0.81 0.40
F 1.080 -0.285 -1.668 -0.23 1.04 0.74 -0.34
F 1.174 1.791 -0.778 -0.78 -1.51 -0.44 -0.36
F 0.280 -0.026 1.914 0.44 0.51 0.31 -0.58
P -2.369 0.025 -0.702 0.84 -1.03 -0.86 0.12
P 1.602 -0.117 0.980 -1.94 -1.96 -0.25 0.92
H -2.166 0.691 0.462 0.05 0.77 1.26 -0.06
H -1.583 -1.075 -0.188 -0.47 0.29 -0.25 -0.05
H 1.188 -1.474 0.556 0.99 0.78 0.30 -0.07

---

2.
39
Properties=species:S:1:pos:R:3:forces:R:3:nbo_charge:R:1 method="wB97M-V/def2-TZVPD" smiles="CCN(CC)CCNC(=O)c1cc2cc(Br)ccc2s1" total_charge=0 total_energy_ev=-101769.4075 gap_ev=8.507
C -0.386 -1.528 1.617 -0.20 -0.17 -0.15 -0.61
H 0.129 -0.692 1.151 0.08 0.07 -0.03 0.21
H -0.807 -1.185 2.557 -0.01 0.04 0.14 0.20
H 0.335 -2.313 1.831 0.10 -0.07 0.11 0.21
C -1.470 -2.057 0.680 0.20 0.03 0.18 -0.20
N -2.349 -0.995 0.229 -0.06 -0.15 -0.06 -0.47
C -2.857 -1.124 -1.121 0.13 0.35 -0.13 -0.22
H -3.952 -1.180 -1.137 0.00 -0.08 -0.04 0.19
C -2.410 0.079 -1.978 -0.29 -0.17 0.04 -0.23
N -0.990 0.290 -1.849 0.02 -0.16 -0.19 -0.59
C -0.503 1.245 -1.021 -0.04 -0.19 -0.33 0.65
O -1.169 2.156 -0.569 -0.06 0.13 0.12 -0.62
C 0.943 1.157 -0.728 0.61 0.12 0.27 -0.26
C 1.899 0.261 -1.097 -0.60 0.28 0.02 -0.23
C 3.173 0.559 -0.543 0.29 0.41 0.37 0.00
C 4.378 -0.132 -0.697 0.15 0.03 0.06 -0.24
C 5.493 0.349 -0.053 0.13 -0.24 -0.13 -0.08
C 5.460 1.497 0.741 -0.02 0.05 0.03 -0.24
C 4.278 2.186 0.901 0.09 -0.02 0.01 -0.19
C 3.137 1.718 0.262 -0.33 -0.19 -0.22 -0.23
S 1.547 2.411 0.318 0.15 -0.27 -0.14 0.48
H 4.237 3.074 1.512 0.05 0.11 0.09 0.23
H 6.362 1.836 1.226 0.06 0.02 0.03 0.23
Br 7.149 -0.579 -0.246 -0.19 0.11 0.02 0.05
H 4.424 -1.021 -1.307 0.05 -0.08 -0.04 0.23
H 1.735 -0.587 -1.737 -0.09 -0.16 -0.14 0.22
H -0.400 -0.496 -2.071 0.09 0.12 0.05 0.38
H -2.888 0.995 -1.630 -0.03 -0.09 -0.11 0.24
H -2.664 -0.093 -3.028 -0.05 0.09 0.05 0.19
H -2.475 -2.040 -1.587 -0.07 0.01 0.07 0.19
C -3.354 -0.624 1.208 -0.07 0.18 0.01 -0.20
C -3.882 0.787 0.980 0.07 -0.22 0.15 -0.63
H -3.051 1.471 0.830 0.04 0.09 -0.02 0.24
H -4.534 0.832 0.111 -0.09 0.06 -0.11 0.19
H -4.453 1.110 1.848 -0.14 0.05 0.04 0.21
H -2.882 -0.662 2.190 -0.05 -0.05 0.01 0.20
H -4.194 -1.344 1.211 0.10 0.01 0.07 0.16
H -0.979 -2.496 -0.193 -0.08 -0.02 0.03 0.18
H -2.030 -2.864 1.185 0.04 -0.03 -0.11 0.17

---

3.
11
Properties=species:S:1:pos:R:3:forces:R:3:nbo_charge:R:1 method="wB97M-V/def2-TZVPD" total_charge=+1 total_energy_ev=-89163.4736 gap_ev=9.456
C -1.140 0.035 -0.095 -0.33 1.65 1.53 0.41
C 0.540 1.395 1.145 -1.24 -0.53 0.84 0.17
N -0.489 0.762 0.790 -0.58 -0.77 -0.58 -0.40
N -0.604 -0.904 -0.806 3.41 -0.70 -1.04 -0.40
N 0.828 -0.684 -0.859 -1.23 -0.50 2.53 -0.45
Cl 1.774 -1.608 0.335 -0.82 0.28 -0.69 0.13
Br -2.957 0.099 -0.241 -0.95 0.51 0.16 0.26
H 1.249 1.866 0.530 0.62 0.63 -1.35 0.21
H 0.699 1.510 2.205 0.06 -0.15 0.39 0.22
H -1.174 -1.616 -1.298 0.84 0.36 0.38 0.45
H 1.274 -0.855 -1.706 0.23 -0.77 -2.17 0.40